Density functional theory data (ωB97M-V/def2-TZVPD) for a cluster of 13 separate species, C39H91N13O13 in total in a non-equilibrium geometry.

The geometry in XYZ format:
```
156
Properties=species:S:1:pos:R:3:forces:R:3
C 4.734 -1.903 -1.048 -1.7 -0.4 -2.0
O 3.720 -1.986 -1.784 1.7 0.1 1.7
N 5.991 -2.119 -1.501 0.3 1.3 2.3
C 7.163 -1.504 -0.744 -0.2 -0.7 -1.6
C 6.239 -2.646 -2.801 0.1 0.1 -1.4
H 4.671 -1.703 0.033 0.0 0.3 -0.2
H 7.717 -0.939 -1.493 0.3 -0.3 -0.2
H 7.787 -2.308 -0.352 0.0 0.2 0.1
H 7.007 -0.714 -0.009 -1.1 -0.5 0.3
H 6.987 -3.438 -2.782 0.0 0.0 0.1
H 5.351 -2.998 -3.327 -0.3 -0.3 0.8
H 6.546 -1.880 -3.514 0.6 0.3 0.2
C 1.519 -3.003 6.398 0.6 -2.6 2.2
O 1.685 -4.098 6.951 -0.9 0.9 -0.6
N 2.553 -2.210 6.164 1.1 2.2 1.1
C 2.385 -1.118 5.314 -0.7 1.7 -1.6
C 3.939 -2.473 6.490 -0.7 -2.5 -0.4
H 0.518 -2.592 6.198 0.2 0.0 -0.4
H 1.449 -0.608 5.537 -0.3 -0.2 -0.5
H 2.446 -1.495 4.293 -0.4 0.5 -0.5
H 3.117 -0.313 5.381 0.4 -0.3 0.5
H 4.606 -1.695 6.861 -0.8 0.5 0.0
H 3.865 -3.300 7.197 0.6 -0.1 0.0
H 4.316 -2.859 5.543 0.9 -0.2 0.1
C -2.636 -5.145 -0.373 -0.7 1.6 4.6
O -2.758 -4.918 0.869 0.4 -1.4 -2.9
N -2.740 -4.134 -1.246 0.5 -1.6 0.2
C -2.813 -4.575 -2.575 0.3 1.0 -3.0
C -3.071 -2.807 -0.881 -0.1 1.2 -0.1
H -2.472 -6.138 -0.819 0.0 0.2 0.3
H -2.280 -3.979 -3.316 1.0 0.3 0.5
H -3.774 -4.397 -3.057 -0.8 -0.9 0.5
H -2.371 -5.564 -2.695 -0.7 0.0 0.0
H -2.375 -2.114 -1.353 0.1 0.1 -0.1
H -4.053 -2.536 -1.267 -0.3 -0.1 0.0
H -3.068 -2.624 0.194 0.1 -0.5 -0.1
C -1.233 3.864 -4.677 0.4 -0.1 -0.1
O -0.726 3.694 -5.760 0.5 0.3 -0.6
N -0.612 4.337 -3.568 -1.9 -0.6 0.3
C -1.359 4.247 -2.299 0.2 0.5 -1.2
C 0.580 5.128 -3.533 -0.3 0.1 0.2
H -2.298 3.608 -4.564 0.0 -0.1 0.6
H -1.752 5.222 -2.013 0.1 0.3 0.1
H -0.658 3.907 -1.537 -0.5 -0.5 0.2
H -2.234 3.643 -2.540 0.2 -0.5 0.8
H 1.434 4.519 -3.236 0.1 0.4 -0.1
H 0.732 5.662 -4.471 0.2 -0.2 0.0
H 0.323 5.834 -2.743 0.8 0.4 0.0
C -0.367 4.281 1.708 0.1 0.1 -0.2
O 0.227 3.280 1.360 0.7 -0.5 0.1
N -1.677 4.435 1.614 -2.3 -0.8 -1.4
C -2.334 5.748 1.819 1.9 -0.6 1.9
C -2.614 3.294 1.259 0.0 1.0 0.7
H 0.107 5.169 2.155 0.4 0.0 -0.1
H -1.512 6.451 1.955 0.0 0.4 -0.8
H -2.632 5.729 2.868 -1.3 0.1 -0.2
H -3.068 6.107 1.098 0.1 -0.6 0.1
H -3.024 3.389 0.254 -0.1 0.4 0.2
H -2.305 2.252 1.347 1.2 0.4 0.2
H -3.391 3.390 2.018 -0.4 0.0 -0.5
C 6.205 3.251 1.127 -1.7 1.1 1.4
O 6.369 2.107 0.850 0.6 -2.3 -0.5
N 5.262 3.689 2.066 0.6 -0.4 -2.8
C 4.997 5.142 2.106 0.0 -0.9 2.2
C 4.279 2.795 2.690 -0.6 -0.2 -0.8
H 6.807 4.028 0.630 -0.3 0.4 0.3
H 5.412 5.152 3.114 -0.3 2.5 0.3
H 3.939 5.403 2.112 -0.1 -0.4 0.1
H 5.448 5.832 1.392 0.6 -0.8 0.0
H 4.110 2.840 3.766 0.9 0.5 0.2
H 3.283 3.015 2.305 -0.1 0.1 -0.4
H 4.464 1.747 2.457 0.4 0.2 -0.2
C 4.021 3.928 -3.870 0.3 -1.3 -0.3
O 5.005 4.554 -4.178 0.0 0.5 0.1
N 3.934 2.968 -2.927 2.6 -1.5 0.4
C 5.034 2.364 -2.054 -0.4 1.4 -0.1
C 2.770 2.168 -2.778 -1.1 0.5 0.7
H 3.048 3.910 -4.385 0.0 0.8 -0.4
H 5.185 1.288 -2.141 -1.1 -0.2 -0.1
H 4.708 2.670 -1.060 0.3 -0.6 0.2
H 6.076 2.669 -2.148 -0.4 1.1 -0.7
H 1.906 2.614 -3.272 0.0 -0.1 -0.1
H 2.859 1.136 -3.119 0.3 -0.1 0.1
H 2.591 2.244 -1.706 -0.7 -0.8 0.1
C -3.434 -0.631 3.721 6.1 -2.1 3.3
O -4.491 -0.429 3.346 -7.2 1.7 -2.9
N -3.079 -0.765 5.037 0.6 0.6 0.4
C -1.700 -1.115 5.318 -0.5 0.2 0.8
C -3.937 -0.787 6.194 -1.1 0.2 -0.6
H -2.575 -0.890 3.084 0.3 0.3 -0.2
H -1.434 -0.941 6.361 -0.6 0.2 0.3
H -1.050 -0.391 4.827 0.4 -1.1 -0.8
H -1.679 -2.200 5.225 1.3 0.0 -0.7
H -3.542 -0.105 6.947 -0.1 -0.3 0.2
H -4.957 -0.486 5.953 0.1 0.4 -0.3
H -4.085 -1.807 6.549 0.5 -0.1 0.4
C -1.651 -2.537 -5.277 1.8 -1.5 -1.6
O -2.121 -3.359 -6.085 0.1 1.7 1.4
N -0.357 -2.065 -5.395 0.0 1.1 0.4
C 0.405 -1.557 -4.205 -1.1 -1.8 0.3
C 0.563 -2.422 -6.467 0.2 -0.9 -0.3
H -2.124 -2.190 -4.346 -0.2 0.1 -0.3
H -0.220 -1.113 -3.430 -0.2 0.8 -0.6
H 1.325 -1.036 -4.468 -0.5 0.3 -0.1
H 0.673 -2.481 -3.693 0.8 -0.1 0.1
H 0.274 -3.306 -7.035 -0.4 0.0 0.3
H 0.775 -1.668 -7.225 -0.4 0.5 0.3
H 1.525 -2.651 -6.008 0.0 -0.1 0.0
C -6.235 2.089 0.693 3.5 2.9 0.4
O -5.454 3.061 0.603 -1.0 -0.8 -0.2
N -5.828 0.854 0.404 -2.1 -0.6 0.0
C -6.943 -0.134 0.482 1.5 0.1 -1.3
C -4.456 0.409 0.004 -1.1 0.5 1.1
H -7.193 2.332 1.179 -0.3 -1.0 -0.5
H -7.257 -0.369 -0.535 0.5 -0.8 -0.3
H -7.893 0.304 0.789 0.5 0.0 1.2
H -6.477 -0.971 1.002 -1.1 -0.3 0.2
H -4.570 -0.425 -0.687 0.3 0.4 -0.3
H -3.826 1.246 -0.299 -0.6 0.0 -0.7
H -3.929 0.053 0.890 -0.3 -0.4 0.3
C 0.353 -6.508 4.647 0.4 0.6 0.3
O 1.415 -6.846 4.237 3.0 -1.3 -0.9
N -0.459 -5.754 3.906 -0.9 1.5 0.4
C -1.765 -5.466 4.436 -1.2 0.7 -1.5
C -0.019 -4.970 2.700 0.1 -1.8 0.3
H 0.158 -6.757 5.702 -1.2 0.2 -0.1
H -1.990 -5.655 5.486 0.6 -0.4 -0.1
H -2.455 -5.988 3.773 -0.6 -0.3 0.4
H -2.034 -4.430 4.230 0.2 0.4 0.2
H -0.735 -5.075 1.885 -0.5 0.4 0.5
H 0.200 -3.927 2.931 -0.2 -0.1 0.1
H 0.845 -5.480 2.275 0.3 0.2 0.5
C -3.731 0.433 -3.646 -0.1 0.2 -1.9
O -2.736 0.081 -3.079 1.6 -0.9 1.5
N -3.697 0.928 -4.907 -1.8 1.4 -0.9
C -2.596 0.822 -5.912 -0.7 -1.1 1.3
C -4.925 1.520 -5.520 1.3 0.2 -0.4
H -4.734 0.283 -3.217 -0.1 0.5 -0.1
H -1.744 0.358 -5.415 0.1 0.4 -0.1
H -2.360 1.759 -6.416 0.0 0.0 0.4
H -2.963 0.087 -6.628 0.1 0.1 -0.4
H -5.332 0.847 -6.275 -0.4 -0.2 0.3
H -5.658 1.975 -4.854 0.0 -0.8 0.4
H -4.585 2.384 -6.091 0.2 0.1 -0.1
C -0.370 -0.947 1.268 3.0 -1.1 0.9
O -0.188 -1.524 2.344 -1.1 0.5 -0.1
N 0.657 -0.281 0.683 -2.1 1.8 -3.6
C 0.404 0.312 -0.683 0.4 0.8 1.6
C 2.015 -0.033 1.201 -1.3 -1.1 0.1
H -1.250 -1.112 0.627 0.0 0.4 0.1
H -0.515 0.017 -1.191 0.0 -0.4 0.4
H 1.262 0.173 -1.340 0.0 -0.3 0.1
H 0.332 1.366 -0.417 -0.1 0.4 -0.7
H 1.903 0.475 2.159 0.4 -1.1 0.6
H 2.292 -1.064 0.980 1.7 -0.1 1.8
H 2.738 0.605 0.692 -1.0 0.2 -1.1
```
Positions in Å, forces in eV/Å.

Results
- energy relative to the best compared isomer or geometry (same formula, charge and spin) (kcal/mol) = 333.7
- max |F| (eV/Å) = 7.9
- frontier orbital gap (eV) = 8.35
- total charge = 0
- HOMO level (eV) = -8.16

Mulliken population analysis, charges in e, atoms 1 to 4: number 1, C, carries 0.039; number 2, O, carries -0.656; number 3, N, carries 0.132; number 4, C, carries -1.008

***

Density functional theory data (ωB97M-V/def2-TZVPD) for a cluster of 14 separate species, C39H93F6N11O17PS2 in total in a non-equilibrium geometry.

The geometry in XYZ format:
```
169
Properties=species:S:1:pos:R:3:forces:R:3
P 1.128 0.990 0.107 -2.1 1.4 0.5
F 0.338 2.379 0.249 -0.7 0.2 0.6
F 1.849 1.747 -1.181 0.3 -1.5 0.2
F 2.317 1.543 1.097 -0.7 -0.2 -0.3
F 1.894 -0.346 -0.030 1.0 -1.3 -0.8
F 0.240 0.361 1.366 1.0 0.6 -0.6
F -0.096 0.396 -0.910 1.2 0.8 0.4
O -0.905 -3.962 1.831 -1.2 -0.1 -1.5
S -2.183 -3.931 1.131 0.3 -1.3 0.8
O -2.833 -2.672 0.962 -0.1 0.1 -0.7
O -2.150 -4.668 -0.349 -0.1 1.0 2.6
C -1.482 -5.933 -0.218 1.8 -1.0 -0.4
C -1.529 -6.477 -1.648 1.9 -1.3 0.7
C -3.274 -4.994 2.098 0.7 1.1 1.5
H -1.841 -6.634 0.585 -0.5 0.9 -0.8
H -0.430 -5.714 0.082 -0.7 -0.3 -0.3
H -0.705 -5.983 -2.202 -0.8 -0.3 0.0
H -2.476 -6.248 -2.054 -1.0 0.2 -0.7
H -1.354 -7.593 -1.716 -0.2 1.2 0.3
H -2.661 -5.722 2.660 -0.3 0.3 -0.5
H -4.135 -5.424 1.606 0.0 0.2 -0.4
H -3.587 -4.201 2.838 -0.1 -1.0 -0.6
O -4.999 0.875 1.810 -0.4 0.1 -0.2
S -4.579 1.116 0.458 0.1 2.1 1.3
O -5.453 0.828 -0.634 -0.4 -0.3 -0.5
O -4.287 2.697 0.289 -0.1 -1.2 -0.3
C -3.513 3.459 1.272 0.6 0.7 -1.7
C -3.923 4.909 1.050 0.2 -0.4 -0.6
C -3.088 0.290 0.279 1.0 -0.6 -1.6
H -2.439 3.379 1.027 -0.4 -0.3 0.2
H -3.704 3.064 2.220 -0.3 -0.4 1.5
H -3.129 5.597 1.334 -0.1 0.0 0.4
H -4.878 5.149 1.480 -0.2 0.2 0.6
H -4.073 5.035 -0.022 0.1 0.0 -0.1
H -2.244 0.778 0.761 0.0 0.3 -0.1
H -2.893 0.103 -0.817 0.0 0.2 1.3
H -3.242 -0.644 0.803 0.0 -0.3 -0.2
C -0.435 2.277 3.828 2.5 0.6 0.2
C -0.833 3.699 3.547 0.9 -0.8 0.2
O -1.983 4.049 3.758 -0.1 0.7 -0.3
N 0.155 4.576 3.145 -1.9 0.9 1.1
C 1.581 4.392 2.965 -0.2 -0.4 1.4
H 0.148 2.318 4.785 -0.9 -0.3 -0.3
H 0.338 1.907 3.157 -0.1 0.1 -0.4
H -1.225 1.573 3.805 -0.9 -0.3 0.4
H -0.261 5.515 3.257 0.9 -0.5 -0.5
H 1.729 3.367 2.733 0.3 -1.1 0.0
H 2.278 4.671 3.818 -1.1 -0.1 -0.7
H 1.844 4.881 2.076 0.6 1.2 -1.0
C 2.019 4.827 -1.146 0.0 1.7 0.9
C 1.298 6.112 -0.647 0.3 -0.9 0.4
O 1.323 6.475 0.527 0.2 -0.1 -0.3
N 0.596 6.762 -1.575 -0.7 0.0 -1.4
C -0.380 7.833 -1.283 0.5 -3.0 0.9
H 2.215 4.243 -0.257 -0.1 -0.5 -0.1
H 2.961 5.103 -1.600 0.5 0.3 0.0
H 1.465 4.335 -1.913 -0.5 -0.5 -0.1
H 0.475 6.334 -2.491 0.1 0.0 0.4
H 0.136 8.720 -1.437 0.3 2.1 0.0
H -0.671 7.643 -0.226 -0.1 0.7 -0.7
H -1.172 7.652 -1.995 -0.5 0.4 0.1
C -5.098 -3.665 -1.830 -0.8 0.0 0.4
C -5.756 -3.376 -0.487 0.8 -0.5 0.1
O -5.714 -4.217 0.409 -0.3 0.4 0.0
N -6.420 -2.206 -0.361 -0.1 -0.3 1.5
C -6.996 -1.859 0.993 0.1 0.8 -2.8
H -4.675 -4.678 -1.752 -0.7 0.2 -0.4
H -4.246 -3.036 -2.046 0.0 0.6 0.0
H -5.923 -3.483 -2.558 1.0 -0.6 0.0
H -6.219 -1.477 -1.019 0.0 0.3 0.0
H -7.627 -0.960 0.749 0.2 -1.1 0.9
H -6.223 -1.577 1.689 0.2 0.2 0.0
H -7.473 -2.773 1.315 -0.5 0.2 0.3
C 2.215 -6.546 -4.029 0.3 -0.3 -0.9
C 1.883 -5.948 -2.727 1.1 -1.9 1.7
O 2.193 -6.538 -1.679 -0.6 0.6 -0.6
N 1.273 -4.784 -2.797 -0.2 1.4 0.8
C 1.075 -3.996 -1.563 -0.3 -0.3 -2.1
H 3.107 -6.049 -4.417 0.1 -0.3 0.0
H 1.432 -6.388 -4.752 -0.4 0.1 -0.3
H 2.345 -7.609 -3.903 0.4 -0.2 0.0
H 1.486 -4.290 -3.652 -0.3 0.4 0.0
H 1.627 -3.085 -1.563 -0.1 1.0 -0.5
H 1.525 -4.486 -0.762 0.2 -1.4 1.4
H 0.012 -3.899 -1.497 -0.5 0.6 0.7
C -3.200 -1.030 3.907 -0.9 0.6 0.2
C -4.316 -1.562 4.819 0.8 0.3 -2.6
O -4.189 -1.510 6.000 -0.5 -0.2 2.4
N -5.410 -2.004 4.138 -0.1 0.0 0.2
C -6.712 -2.122 4.760 1.5 -0.8 1.6
H -2.339 -1.699 3.915 0.2 0.3 0.3
H -3.028 -0.004 4.364 0.3 -1.3 -0.9
H -3.554 -0.974 2.865 0.3 0.3 0.5
H -5.361 -1.888 3.152 0.0 0.0 -0.3
H -6.782 -3.090 5.290 -0.3 0.4 -0.3
H -7.500 -1.987 4.085 -1.0 0.0 -1.2
H -6.788 -1.341 5.498 -0.1 0.3 0.5
C 4.866 -2.252 2.324 -0.2 0.3 -0.3
C 4.766 -1.009 3.207 0.7 -1.3 -0.6
O 5.776 -0.513 3.690 0.5 0.3 0.1
N 3.564 -0.504 3.398 -1.9 -0.6 -1.4
C 3.356 0.674 4.128 0.2 0.9 1.9
H 5.792 -2.727 2.615 0.3 -0.2 -0.1
H 4.939 -1.866 1.289 0.0 -0.4 0.3
H 4.065 -3.014 2.363 0.1 0.7 0.2
H 2.788 -0.857 2.841 0.4 0.0 0.2
H 2.621 0.470 4.946 0.5 0.6 -0.6
H 3.124 1.572 3.564 -0.6 -0.2 -0.4
H 4.344 0.895 4.532 -0.2 0.1 0.6
C 8.058 -1.645 0.790 -0.7 1.5 2.4
C 8.935 -2.054 1.965 -0.1 0.2 -1.0
O 10.019 -2.575 1.770 0.2 -0.1 0.3
N 8.382 -1.825 3.187 -0.8 1.5 -0.2
C 9.337 -1.764 4.287 0.5 0.3 -0.5
H 7.776 -0.550 0.914 -0.1 -1.3 0.0
H 7.169 -2.288 0.928 0.3 0.5 -1.1
H 8.662 -1.653 -0.069 0.2 -0.8 -1.4
H 7.627 -1.050 3.155 1.3 -1.9 0.5
H 10.225 -2.400 4.038 -0.8 0.9 0.0
H 8.923 -2.173 5.192 -0.3 0.1 0.4
H 9.595 -0.684 4.382 0.3 -0.9 0.5
C 4.810 1.754 -2.766 0.8 0.2 -0.7
C 5.338 1.465 -1.402 -0.2 -2.3 0.3
O 5.691 0.304 -1.091 -0.3 1.7 -0.2
N 5.414 2.505 -0.585 -0.8 1.4 -0.7
C 5.955 2.475 0.745 -1.7 -1.1 -0.4
H 4.223 0.906 -3.143 0.2 0.5 0.1
H 5.733 1.878 -3.351 -0.2 -0.4 -0.3
H 4.348 2.735 -2.869 -0.6 -0.2 0.2
H 4.951 3.364 -0.901 0.4 -0.7 0.3
H 5.534 3.343 1.205 0.3 0.4 0.8
H 6.992 2.467 0.630 1.8 0.2 0.5
H 5.624 1.551 1.243 0.1 0.4 0.0
C -2.035 3.908 -1.765 -1.1 -0.6 0.4
C -1.132 4.017 -2.952 0.5 1.6 -1.2
O -1.129 5.022 -3.722 0.0 -1.9 1.4
N -0.238 3.034 -3.019 -0.4 -0.5 0.0
C 0.872 2.826 -3.876 0.9 0.8 -0.7
H -1.939 3.038 -1.061 0.1 0.4 -1.2
H -3.090 4.080 -2.030 0.4 -0.2 0.0
H -1.753 4.738 -1.172 0.2 1.1 0.8
H -0.293 2.283 -2.369 -0.5 -0.3 0.9
H 1.707 2.622 -3.195 0.3 0.3 -0.6
H 1.037 3.702 -4.547 0.0 -0.7 0.6
H 0.727 1.920 -4.451 -0.1 -0.1 -0.5
C 1.730 -0.847 -3.360 0.0 -0.3 -1.3
C 2.761 -1.891 -3.323 0.9 -1.7 -0.5
O 2.725 -2.867 -4.093 0.4 0.8 0.2
N 3.739 -1.709 -2.420 0.8 -0.9 -0.9
C 5.014 -2.441 -2.408 -0.2 -0.9 -0.6
H 1.552 -0.413 -2.427 -0.8 0.3 1.5
H 0.891 -1.284 -3.883 -0.5 0.3 0.2
H 2.121 -0.034 -3.940 0.2 0.5 -0.7
H 3.589 -0.952 -1.815 0.4 1.1 1.0
H 4.779 -3.537 -2.437 0.3 0.9 0.3
H 5.644 -2.156 -1.554 -0.6 -0.1 -0.2
H 5.633 -2.266 -3.321 -0.6 0.2 0.5
C -7.864 0.818 -3.298 -0.7 -1.0 -1.1
C -6.781 1.228 -4.260 -0.8 0.4 0.0
O -7.054 1.341 -5.442 0.3 -0.1 -0.4
N -5.598 1.544 -3.721 1.4 0.6 -1.4
C -4.476 2.146 -4.468 1.4 -2.7 1.4
H -7.589 0.517 -2.336 1.0 -0.4 1.6
H -8.395 -0.045 -3.739 0.1 0.6 0.0
H -8.550 1.626 -3.142 -0.5 0.5 -0.3
H -5.464 1.539 -2.744 -0.2 -0.3 1.2
H -4.273 3.095 -4.103 0.1 2.0 0.6
H -4.609 2.195 -5.514 -0.5 -0.2 -1.0
H -3.488 1.575 -4.243 -1.7 0.6 -0.5
```
Positions in Å, forces in eV/Å.

Results
- energy relative to the best compared isomer or geometry (same formula, charge and spin) (kcal/mol) = 0.0
- max |F| (eV/Å) = 3.4
- frontier orbital gap (eV) = 9.50
- total charge = -1
- HOMO level (eV) = -7.53

Mulliken population analysis, charges in e, atoms 1 to 4: number 1, P, carries 1.392; number 2, F, carries -0.377; number 3, F, carries 0.016; number 4, F, carries -0.394